[1]
{"formula": "C22H63N3O13", "method": "ωB97M-V with the def2-TZVPD basis set", "elements": ["C", "C", "O", "O", "H", "H", "H", "H", "H", "H", "C", "C", "O", "O", "H", "H", "H", "H", "H", "H", "C", "C", "O", "O", "H", "H", "H", "H", "H", "H", "C", "C", "O", "O", "H", "H", "H", "H", "H", "H", "C", "C", "O", "O", "H", "H", "H", "H", "H", "H", "C", "C", "C", "O", "C", "N", "H", "H", "H", "H", "H", "H", "H", "H", "H", "H", "H", "C", "C", "C", "O", "C", "N", "H", "H", "H", "H", "H", "H", "H", "H", "H", "H", "H", "C", "C", "C", "O", "C", "N", "H", "H", "H", "H", "H", "H", "H", "H", "H", "H", "H"], "xyz": [[0.086, -3.083, 0.294], [0.786, -4.330, -0.300], [1.364, -5.028, 0.795], [-0.512, -2.612, -0.661], [0.803, -2.398, 0.689], [-0.632, -3.280, 1.086], [1.537, -4.216, -1.001], [0.001, -4.974, -0.735], [0.681, -5.170, 1.398], [0.174, -2.305, -1.288], [-1.030, 2.599, 0.019], [-1.187, 1.822, 1.335], [-0.814, 0.461, 1.185], [-1.345, 3.775, 0.183], [-1.622, 2.163, -0.832], [-0.028, 2.437, -0.331], [-2.179, 1.860, 1.676], [-0.547, 2.170, 2.126], [0.087, 0.460, 0.924], [-1.215, 4.248, -0.645], [-0.793, -0.135, -2.198], [-2.014, -0.899, -2.600], [-3.130, -0.171, -2.220], [0.267, -0.732, -2.543], [-0.830, -0.097, -1.139], [-0.829, 0.927, -2.437], [-2.126, -1.931, -2.272], [-2.056, -1.036, -3.649], [-3.272, -0.228, -1.261], [0.059, -1.112, -3.442], [0.390, 3.546, -3.245], [1.409, 4.508, -2.593], [2.604, 4.356, -3.370], [-0.727, 3.799, -2.824], [0.621, 2.545, -3.094], [0.377, 3.722, -4.356], [1.582, 4.375, -1.553], [1.133, 5.612, -2.651], [2.376, 4.729, -4.186], [-1.289, 3.148, -3.158], [-4.326, 2.954, -0.912], [-4.177, 4.227, -1.678], [-4.734, 3.981, -3.001], [-4.068, 3.152, 0.283], [-3.636, 2.247, -1.379], [-5.334, 2.628, -0.870], [-3.133, 4.526, -1.886], [-4.627, 5.069, -1.272], [-5.690, 3.809, -2.957], [-3.105, 3.308, 0.291], [5.457, -3.887, 3.892], [4.068, -4.212, 3.362], [3.435, -3.056, 2.634], [3.071, -2.022, 3.507], [2.498, -0.870, 2.946], [4.062, -5.387, 2.461], [5.825, -4.685, 4.514], [5.505, -2.966, 4.440], [6.091, -3.763, 3.066], [3.327, -4.594, 4.135], [2.618, -3.253, 2.058], [4.162, -2.738, 1.884], [1.606, -1.013, 2.382], [3.281, -0.395, 2.300], [2.304, -0.066, 3.721], [4.776, -5.219, 1.752], [3.320, -5.357, 1.802], [-2.998, -2.031, 0.896], [-3.985, -0.922, 1.195], [-3.821, -0.394, 2.639], [-4.304, -1.304, 3.529], [-5.680, -1.359, 3.667], [-3.561, 0.215, 0.362], [-3.044, -2.460, -0.135], [-3.193, -2.803, 1.621], [-2.055, -1.638, 1.153], [-4.990, -1.341, 0.926], [-4.215, 0.625, 2.787], [-2.756, -0.224, 2.831], [-6.081, -0.433, 3.993], [-5.984, -2.012, 4.467], [-6.113, -1.698, 2.764], [-2.604, 0.401, 0.697], [-4.121, 1.024, 0.672], [3.238, -0.984, -0.589], [3.038, 0.463, -0.370], [3.341, 1.343, -1.566], [4.696, 1.325, -1.882], [5.132, 2.312, -2.838], [1.660, 0.516, -0.103], [2.872, -1.579, 0.304], [4.259, -1.209, -0.758], [2.657, -1.384, -1.411], [3.646, 0.807, 0.494], [3.055, 2.404, -1.288], [2.753, 1.084, -2.425], [4.719, 3.297, -2.626], [4.897, 1.998, -3.841], [6.195, 2.447, -2.820], [1.249, 0.145, -1.031], [1.385, 1.445, 0.058]], "forces_ev_per_angstrom": [[4.85, -4.75, 5.57], [-2.10, -1.64, 3.93], [2.35, -0.41, -1.36], [-5.12, 5.75, -9.30], [1.09, 0.48, 0.96], [0.15, -0.81, 0.49], [1.52, 0.99, -1.46], [0.13, 0.37, -0.17], [-1.58, -0.50, 1.65], [-1.05, 0.26, -0.20], [1.49, -9.80, -1.40], [1.65, -0.64, -0.64], [-1.95, -0.02, 0.38], [-2.23, 10.29, 1.39], [0.06, -0.70, 0.79], [1.11, 0.02, -0.23], [-1.35, 0.19, 0.54], [0.24, 1.11, 0.26], [1.81, -0.60, -0.41], [-0.09, 0.54, -0.13], [-5.71, 2.45, 2.79], [-1.48, 0.41, 0.37], [-0.76, 0.33, -1.20], [6.37, -4.23, -4.37], [-0.13, 0.00, 1.42], [-0.38, 0.38, -0.90], [0.83, -0.09, 0.75], [0.11, 0.30, -1.75], [-0.24, 0.30, 0.70], [1.12, 0.35, 1.06], [8.89, 1.23, -3.95], [0.25, 1.12, -2.36], [0.64, -0.67, 2.51], [-9.88, 3.36, 5.14], [1.52, -2.19, 0.30], [1.01, -0.10, 0.22], [0.41, -0.80, 0.87], [-0.43, -1.33, -0.14], [-0.17, 0.76, -1.98], [-2.39, -1.31, -0.48], [-1.25, -0.51, -7.45], [-0.09, -1.01, -3.59], [0.10, 0.41, -0.19], [3.83, 1.25, 10.07], [-0.55, -0.69, -0.49], [-1.36, -0.68, -1.41], [-0.23, -0.41, 0.22], [-1.12, 1.45, 1.27], [0.60, 0.11, 0.30], [-0.44, 0.52, 1.17], [-1.33, -0.56, 0.52], [-2.33, -1.33, 0.57], [1.95, 1.53, 0.72], [-0.16, 0.47, 1.46], [2.07, 1.64, 0.42], [2.12, 0.24, -0.56], [0.20, -0.34, 0.20], [-0.33, 0.46, 0.41], [1.12, 0.04, -1.31], [1.08, 1.06, -0.17], [-2.55, -1.51, -1.38], [0.59, 0.55, -0.11], [-0.80, -0.46, -0.51], [-0.69, -0.24, 0.05], [0.12, -1.35, -0.42], [0.84, -0.24, 0.36], [-1.82, 0.04, 0.04], [-1.18, -0.70, 0.15], [0.33, 0.47, -0.65], [-0.01, -0.05, -1.14], [0.70, -1.12, 2.19], [0.02, -0.18, 0.53], [-0.72, 0.34, 0.55], [0.03, 0.61, 0.85], [-0.07, -0.73, 0.17], [1.43, 0.28, -0.21], [0.50, 1.05, 0.37], [-0.68, -0.17, -0.23], [0.13, -0.53, -0.04], [-0.48, 1.41, -0.14], [0.41, -0.75, 0.24], [-0.91, -0.23, -1.01], [-0.75, -0.33, -0.65], [0.41, -0.29, -0.58], [0.21, -1.98, 1.06], [1.37, 0.05, 0.20], [0.60, 1.85, 0.58], [1.36, 0.29, -0.32], [-0.65, -0.23, 0.67], [-2.24, -1.24, -1.42], [0.61, 0.84, -0.87], [1.09, -0.47, -0.24], [-0.15, 0.22, -0.53], [-0.34, -0.12, -0.42], [0.04, -0.77, -0.20], [-0.67, -0.44, -0.63], [-0.40, -0.06, -0.03], [-0.47, -0.05, -0.50], [0.70, -0.45, 0.48], [0.23, 1.12, 2.14], [-0.53, 1.52, -0.19]], "e_lumo_ha": 0.0092, "homo_lumo_gap_ev": 9.294, "e_tot_ev": -54911.938, "e_above_lowest_kcal_mol": 188.6}

***

[2]
{"formula": "C34H51N4OP2Pb", "method": "ωB97M-V with the def2-TZVPD basis set", "elements": ["C", "C", "C", "C", "C", "H", "H", "H", "N", "P", "P", "C", "H", "H", "C", "H", "C", "C", "C", "C", "C", "H", "H", "H", "C", "H", "H", "H", "C", "H", "H", "H", "C", "H", "H", "H", "C", "H", "H", "H", "C", "H", "H", "H", "C", "H", "H", "H", "C", "H", "H", "H", "C", "H", "H", "H", "C", "H", "H", "H", "C", "H", "H", "H", "C", "H", "H", "H", "Pb", "C", "O", "N", "C", "C", "C", "C", "C", "H", "C", "H", "C", "H", "H", "H", "N", "C", "C", "C", "N", "H", "H", "H", "H"], "xyz": [[1.814, -1.926, -1.776], [1.438, 0.219, -2.606], [2.764, -2.188, -2.768], [2.288, -0.016, -3.692], [2.987, -1.225, -3.757], [3.275, -3.146, -2.758], [2.392, 0.752, -4.456], [3.680, -1.408, -4.570], [1.264, -0.713, -1.644], [-0.287, -2.725, -0.071], [0.678, 2.416, -0.903], [1.388, -3.021, -0.796], [1.411, -3.999, -1.303], [2.125, -3.083, 0.022], [0.658, 1.491, -2.495], [0.820, 2.169, -3.339], [-0.560, 3.849, -1.141], [2.443, 3.039, -0.686], [-1.460, -3.500, -1.332], [-0.220, -3.554, 1.626], [-1.901, 3.431, -0.501], [-1.779, 3.128, 0.549], [-2.582, 4.295, -0.528], [-2.384, 2.605, -1.035], [-0.074, 5.111, -0.416], [0.087, 4.934, 0.655], [0.838, 5.526, -0.861], [-0.860, 5.875, -0.508], [-0.789, 4.176, -2.622], [-1.492, 5.021, -2.669], [0.129, 4.485, -3.137], [-1.241, 3.338, -3.167], [2.535, 3.636, 0.742], [1.902, 3.095, 1.462], [3.573, 3.562, 1.097], [2.254, 4.696, 0.758], [3.413, 1.847, -0.780], [3.192, 1.078, -0.026], [3.400, 1.395, -1.779], [4.432, 2.225, -0.600], [2.782, 4.071, -1.781], [2.063, 4.108, -2.611], [2.877, 5.081, -1.359], [3.758, 3.822, -2.225], [-1.587, -3.400, 2.319], [-1.486, -3.739, 3.361], [-1.925, -2.353, 2.345], [-2.369, -4.009, 1.846], [0.842, -2.829, 2.478], [1.847, -2.899, 2.044], [0.598, -1.769, 2.639], [0.868, -3.313, 3.466], [0.167, -5.032, 1.501], [0.437, -5.399, 2.502], [-0.662, -5.654, 1.146], [1.038, -5.185, 0.848], [-1.244, -2.829, -2.701], [-1.892, -3.333, -3.434], [-1.522, -1.767, -2.669], [-0.208, -2.918, -3.052], [-2.914, -3.239, -0.898], [-3.109, -2.163, -0.773], [-3.580, -3.615, -1.688], [-3.175, -3.758, 0.033], [-1.196, -5.004, -1.468], [-0.154, -5.223, -1.734], [-1.463, -5.558, -0.562], [-1.832, -5.384, -2.281], [-0.399, 0.094, 0.316], [2.055, 0.498, 2.068], [2.830, 0.160, 2.839], [-1.657, 0.447, -1.618], [-1.106, 0.882, -2.637], [-1.621, 0.966, -4.030], [-3.004, 0.821, -4.114], [-0.851, 1.169, -5.186], [-3.658, 0.979, -5.338], [-3.545, 0.603, -3.191], [-1.503, 1.320, -6.417], [0.237, 1.198, -5.132], [-2.898, 1.236, -6.492], [-4.741, 0.905, -5.375], [-0.913, 1.505, -7.318], [-3.404, 1.365, -7.449], [-3.058, 0.619, 2.766], [-3.377, 1.241, 3.921], [-2.250, 1.964, 4.300], [-1.281, 1.722, 3.321], [-1.775, 0.907, 2.361], [-3.641, 0.009, 2.200], [-4.343, 1.137, 4.384], [-2.137, 2.590, 5.168], [-0.262, 2.102, 3.273]], "forces_ev_per_angstrom": [[0.31, 0.18, 0.19], [0.55, -0.41, -0.14], [-0.27, 0.22, -0.24], [-0.36, 0.00, 0.23], [-0.15, -0.01, 0.51], [-0.07, 0.14, -0.24], [0.10, -0.24, 0.08], [-0.03, -0.03, 0.09], [-0.57, 0.14, -0.31], [0.42, -1.27, 0.09], [0.25, 0.62, -0.54], [0.47, 0.66, 0.02], [-0.13, 0.36, 0.18], [-0.26, 0.02, -0.23], [-1.35, -0.74, 0.33], [-0.34, -0.23, 0.09], [-0.29, -0.06, 0.24], [-0.08, -0.28, 0.46], [-0.51, 0.39, -0.07], [-0.29, 0.37, 0.07], [-0.15, -0.09, 0.01], [-0.02, 0.17, -0.16], [0.21, -0.28, 0.03], [0.06, 0.33, 0.12], [0.17, 0.11, 0.14], [-0.07, 0.10, -0.24], [-0.28, -0.11, 0.16], [0.21, -0.26, 0.01], [0.02, -0.07, -0.15], [0.19, -0.26, 0.00], [-0.25, -0.02, 0.09], [0.05, 0.31, 0.06], [0.12, 0.19, 0.06], [0.18, 0.16, -0.14], [-0.26, 0.05, -0.12], [0.08, -0.40, 0.07], [0.03, -0.04, -0.07], [0.13, 0.15, -0.29], [0.13, 0.09, 0.34], [-0.34, -0.13, -0.01], [0.32, 0.22, -0.30], [0.25, 0.03, 0.27], [-0.11, -0.31, -0.19], [-0.28, 0.07, 0.12], [-0.09, -0.13, 0.03], [-0.06, 0.09, -0.29], [0.10, -0.17, 0.01], [0.28, 0.16, 0.19], [0.04, 0.00, -0.16], [-0.18, 0.01, 0.20], [-0.04, -0.16, 0.01], [0.02, 0.19, -0.30], [0.05, -0.31, 0.02], [-0.04, 0.11, -0.26], [0.32, 0.21, 0.15], [-0.21, -0.04, 0.20], [0.11, 0.19, 0.05], [0.21, 0.16, 0.25], [0.08, -0.32, -0.09], [-0.22, -0.02, -0.02], [-0.05, -0.09, 0.09], [0.01, -0.23, -0.07], [0.15, 0.14, 0.25], [0.03, 0.14, -0.33], [0.03, -0.26, 0.19], [-0.30, -0.06, 0.04], [0.06, 0.14, -0.37], [0.17, 0.15, 0.18], [0.09, 0.06, 0.04], [2.06, -1.16, 2.30], [-1.99, 1.02, -2.07], [0.85, 0.40, -1.05], [1.04, 0.12, -0.15], [0.16, -0.23, 0.22], [-0.71, 0.09, -0.35], [-0.27, 0.18, -0.08], [0.60, -0.05, 0.14], [-0.06, 0.18, -0.42], [0.22, -0.12, 0.36], [-0.33, 0.09, -0.13], [-0.16, -0.04, 0.39], [0.20, 0.00, -0.12], [-0.24, -0.11, 0.32], [0.18, -0.02, 0.25], [0.59, 0.12, -0.27], [1.02, 0.17, -0.41], [-0.12, -0.15, -0.09], [-0.72, -0.41, -0.36], [-0.43, 0.02, 0.60], [0.19, 0.34, 0.30], [-0.04, -0.03, -0.03], [-0.07, -0.04, 0.05], [-0.33, -0.13, -0.06]], "e_lumo_ha": [-0.4073, -0.4162], "homo_lumo_gap_ev": [5.404, 5.509], "e_tot_ev": -67891.959, "e_above_lowest_kcal_mol": 0.0, "charge": 3}

***

[3]
{"formula": "C4H9N2", "method": "ωB97M-V with the def2-TZVPD basis set", "elements": ["C", "C", "C", "C", "N", "N", "H", "H", "H", "H", "H", "H", "H", "H", "H"], "xyz": [[2.141, 1.920, 0.785], [0.437, 0.311, 0.543], [-0.481, 0.438, -0.583], [-1.467, -1.890, -0.664], [0.910, 1.609, 0.671], [-1.308, -0.463, -1.040], [2.340, 2.938, 0.865], [2.963, 1.165, 0.774], [-0.255, 0.120, 1.373], [1.212, -0.416, 0.468], [-0.540, 1.525, -0.884], [-0.607, -2.441, -1.122], [-1.373, -1.797, 0.459], [-2.505, -2.100, -0.841], [-1.951, -0.208, -1.697]], "forces_ev_per_angstrom": [[-1.11, -2.67, -0.33], [-0.45, -0.51, 0.03], [-2.09, -0.41, -1.27], [1.80, 1.69, 2.23], [1.77, 2.89, 0.96], [2.74, 0.41, 1.77], [0.68, 1.61, 0.15], [-0.47, 0.54, 0.11], [0.24, -0.38, 0.38], [0.41, -1.24, -0.09], [-0.36, -1.42, -0.35], [-1.36, -0.07, 0.38], [0.14, -0.99, -1.03], [-0.08, -0.84, -0.62], [-1.86, 1.40, -2.32]], "e_lumo_ha": -0.1753, "homo_lumo_gap_ev": 9.333, "e_tot_ev": -7265.392, "e_above_lowest_kcal_mol": 63.4, "charge": 1}